Entry 1:
Below is a molecular structure, C7H12F3InO3 at a distorted geometry, with properties calculated with ωB97M-V/def2-TZVPD.

```
! wB97M-V def2-TZVPD RIJCOSX def2/J DEFGRID3
* xyz 2 1
In 0.916 -0.077 -1.075
C 1.434 1.946 2.312
O 0.241 1.308 2.547
O 1.963 1.562 1.229
C 1.570 3.482 2.659
F 0.857 4.177 1.807
F 1.136 3.727 3.903
F 2.821 3.899 2.672
C -0.508 1.480 3.778
C -1.778 0.653 3.674
H -2.262 0.779 2.698
H -1.623 -0.421 3.711
H -2.527 1.132 4.303
H -0.765 2.526 3.942
H 0.052 1.039 4.608
H 2.074 1.419 3.098
C -0.121 -3.929 -3.933
C -0.273 -2.450 -4.122
O -0.216 -1.667 -3.183
C -0.610 -1.968 -5.502
H -1.121 -4.365 -3.844
H 0.280 -4.167 -2.947
H 0.454 -4.432 -4.706
H -0.735 -0.889 -5.524
H -1.446 -2.550 -5.895
H 0.187 -2.215 -6.210
*
```

Values from the calculation:
maximum force: 4.763 eV/A
Kohn-Sham gap: 2.21 eV
relative energy (zero: lowest compared OMol25 entry of this formula, charge and spin): 67.47 kJ/mol
E_tot: -988.540936 Ha
E_HOMO: -15.660 eV

Entry 2:
Below is a molecular structure, C7H12GaO3 at a distorted geometry, with properties calculated with ωB97M-V/def2-TZVPD.

```
! wB97M-V def2-TZVPD RIJCOSX def2/J DEFGRID3
* xyz 4 2
O 0.788 -2.002 1.793
C 1.515 -0.945 1.485
O 0.999 0.176 1.377
Ga 0.991 1.867 1.261
O 2.727 -1.264 1.276
C 3.724 -0.259 0.916
C 5.025 -0.975 0.676
H 3.793 0.446 1.754
H 3.366 0.251 0.013
H 5.349 -1.514 1.574
H 5.785 -0.225 0.424
H 4.937 -1.677 -0.162
C -0.578 -1.830 2.023
H -1.101 -2.818 1.904
H -0.809 -1.546 3.076
C -1.303 -1.004 1.154
H -2.321 -0.449 1.204
C -1.743 0.051 -1.509
C -2.587 0.873 -0.852
H -0.664 0.242 -1.521
H -2.111 -0.831 -2.040
H -2.209 1.771 -0.357
H -3.669 0.755 -0.953
*
```

Values from the calculation:
maximum force: 6.578 eV/A
⟨S²⟩: 0.75
Kohn-Sham gap (alpha / beta): 3.42 / 3.35 eV
E_tot: -2422.085741 Ha
E_HOMO (alpha / beta): -25.052 / -25.045 eV

Entry 3:
Below is a gas-phase ion, C7H12N (charge +1) at a distorted geometry, with properties calculated with ωB97M-V/def2-TZVPD.

```
! wB97M-V def2-TZVPD RIJCOSX def2/J DEFGRID3
* xyz 1 1
C -1.514 0.338 0.644
C -2.704 0.149 0.228
C -0.235 0.798 0.047
C -3.974 0.150 -0.375
C 3.041 0.585 0.407
C 0.738 -1.426 0.021
C 1.974 0.601 -0.679
N 0.730 0.010 -0.192
H -1.281 0.199 1.698
H -4.037 0.898 -1.175
H -4.686 0.484 0.388
H -4.279 -0.834 -0.731
H 2.726 1.180 1.260
H 3.262 -0.425 0.740
H 3.956 1.017 0.012
H -0.209 -1.858 -0.304
H 0.876 -1.650 1.082
H 1.549 -1.882 -0.542
H 2.306 0.036 -1.551
H 1.762 1.629 -0.978
*
```

Values from the calculation:
maximum force: 1.185 eV/A
Kohn-Sham gap (alpha / beta): 6.76 / 7.31 eV
relative energy (zero: lowest compared OMol25 entry of this formula, charge and spin): 459.92 kJ/mol
E_tot: -328.253602 Ha
E_HOMO (alpha / beta): -12.677 / -12.896 eV

Entry 4:
Below is C7H12N2 in the gas phase at a distorted geometry, with properties calculated with ωB97M-V/def2-TZVPD.

```
! wB97M-V def2-TZVPD RIJCOSX def2/J DEFGRID3
* xyz 0 1
C 1.358 0.679 0.853
C 0.606 1.453 -0.218
C -0.049 0.372 -1.023
C 1.075 -0.689 -1.065
C 1.153 -0.885 0.472
C -0.336 -1.210 0.716
C -1.104 -0.393 -0.167
N -2.336 0.770 0.522
N -2.493 -0.425 -0.369
H 2.376 0.914 0.905
H 0.767 0.651 1.873
H -0.062 2.164 0.277
H 1.323 1.971 -0.938
H -0.479 0.635 -1.876
H 1.948 -0.122 -1.477
H 0.701 -1.450 -1.663
H 1.924 -1.494 0.834
H -0.688 -2.296 0.457
H -0.489 -1.137 1.725
H -2.353 0.616 1.452
H -2.843 -0.125 -1.290
*
```

Values from the calculation:
maximum force: 7.239 eV/A
Kohn-Sham gap: 9.49 eV
relative energy (zero: lowest compared OMol25 entry of this formula, charge and spin): 397.59 kJ/mol
E_tot: -383.271781 Ha
E_HOMO: -8.483 eV

- Which of these has the highest E_tot?
  C7H12N

- Look up the E_tot of the second one.
  -2422.085741 Ha